[1]
{
  "formula": "C36H29AsN7NaO2S4",
  "method": "ωB97M-V with the def2-TZVPD basis set",
  "species": ["Na", "N", "C", "C", "C", "C", "C", "C", "S", "N", "C", "C", "C", "C", "C", "C", "N", "H", "H", "H", "H", "H", "H", "H", "H", "H", "C", "O", "C", "O", "N", "N", "H", "H", "H", "H", "H", "H", "S", "C", "C", "N", "C", "S", "C", "N", "S", "C", "C", "C", "C", "C", "C", "As", "C", "C", "C", "C", "C", "C", "C", "C", "C", "C", "C", "C", "H", "H", "H", "H", "H", "H", "H", "H", "H", "H", "H", "H", "H", "H"],
  "positions_angstrom": [[-1.91997, -0.56286, 1.03815], [0.83555, -4.74523, 0.96654], [1.41131, -4.99042, 2.20303], [2.35232, -5.99903, 2.35870], [2.90960, -6.26564, 3.60291], [2.54962, -5.50911, 4.70198], [1.62641, -4.48506, 4.55635], [1.05076, -4.22630, 3.32735], [-0.13372, -2.92391, 3.16122], [-0.24737, -2.71556, 1.53829], [0.19843, -3.53394, 0.65184], [0.05076, -3.15699, -0.73703], [0.32198, -4.02049, -1.81890], [0.16436, -3.55121, -3.10344], [-0.26676, -2.24118, -3.30452], [-0.53560, -1.47461, -2.17894], [-0.37810, -1.89715, -0.94681], [1.21218, -5.27197, 0.19445], [2.64078, -6.59237, 1.49994], [3.62905, -7.06585, 3.70423], [2.98478, -5.70623, 5.67067], [1.32600, -3.88026, 5.39767], [0.63395, -5.04646, -1.66110], [0.36785, -4.19467, -3.95093], [-0.40578, -1.83078, -4.29294], [-0.89433, -0.45550, -2.27464], [0.08366, 1.47992, 4.21851], [1.22050, 1.12424, 3.43733], [0.93839, 0.45093, 2.31247], [-0.16307, 0.11093, 1.95149], [2.07855, 0.12099, 1.64718], [1.99744, -0.57004, 0.42274], [0.45815, 2.10183, 5.02710], [-0.40295, 0.58744, 4.61438], [-0.62823, 2.03407, 3.60684], [2.89239, 0.71137, 1.75212], [1.63469, -1.49925, 0.63610], [1.26820, -0.14534, -0.16372], [-3.51690, -2.52641, 2.36887], [-4.57651, -3.14632, 1.17593], [-5.47577, -4.09685, 1.67354], [-6.20625, -4.85818, 2.14477], [-4.62697, -2.81447, -0.17413], [-3.65992, -1.66628, -1.00303], [-5.55364, -3.48247, -0.98273], [-6.30905, -4.01587, -1.67555], [-1.71995, 2.81506, 1.58150], [-2.01568, 4.00381, 0.38598], [-2.84596, 5.11053, 0.59403], [-3.00994, 6.05111, -0.40033], [-2.33752, 5.92689, -1.60894], [-1.50454, 4.83559, -1.81921], [-1.34380, 3.86967, -0.84604], [-0.35909, 2.18486, -1.00195], [0.03257, 2.46412, -2.93132], [-0.99793, 2.09263, -3.79094], [-0.93489, 2.33706, -5.14978], [0.19013, 2.94186, -5.68898], [1.23202, 3.30483, -4.85261], [1.14665, 3.07686, -3.48907], [1.38822, 2.73443, -0.31241], [2.54682, 2.12029, -0.78793], [3.78870, 2.42791, -0.25984], [3.89240, 3.34552, 0.77419], [2.74696, 3.94470, 1.27223], [1.50869, 3.64325, 0.73217], [-3.35248, 5.20432, 1.54598], [-3.67009, 6.89744, -0.24226], [-2.46566, 6.67254, -2.38552], [-0.98160, 4.74777, -2.76577], [-1.88251, 1.62503, -3.36680], [-1.76076, 2.06018, -5.79289], [0.25376, 3.13707, -6.75299], [2.11585, 3.78074, -5.26296], [1.95897, 3.40610, -2.85160], [2.47314, 1.39110, -1.58963], [4.67572, 1.93980, -0.64703], [4.86287, 3.59512, 1.18501], [2.81451, 4.64683, 2.09288], [0.61763, 4.10753, 1.13856]],
  "lowdin_charge": [0.0389, 0.1209, -0.2449, -0.0398, -0.1153, -0.1165, -0.1141, -0.4237, 0.9860, -0.2517, -0.3308, -0.1969, -0.0124, -0.0716, -0.0400, -0.1786, 0.1133, 0.1130, 0.1044, 0.0908, 0.0916, 0.1013, 0.0971, 0.1005, 0.1016, 0.0633, -0.0603, -0.0298, -0.5885, -0.0449, 0.0276, 0.0652, 0.0877, 0.0961, -0.0102, 0.1248, 0.0494, 0.0370, 0.4991, -0.8426, -0.3787, 0.1041, -0.8427, 0.5135, -0.3782, 0.1031, 0.5843, -0.7811, -0.1406, -0.1281, -0.1294, -0.1167, -0.4150, 1.3035, -0.3954, -0.1409, -0.0985, -0.1165, -0.1065, -0.1178, -0.3850, -0.1755, -0.1137, -0.1180, -0.0930, -0.1064, 0.0867, 0.0874, 0.0816, 0.0894, 0.1040, 0.0977, 0.0896, 0.0927, 0.0891, 0.1005, 0.0973, 0.0896, 0.0972, 0.0698],
  "energy_ev": -160926.79597,
  "fmax_ev_per_a": 2.31,
  "de_lowest_ev": 0.738,
  "total_charge": -2,
  "homo_energy_ev": -0.602,
  "homo_lumo_gap_ev": 4.2
}

=====

[2]
{
  "formula": "C36H29Cl2N9O3ReS5",
  "method": "ωB97M-V with the def2-TZVPD basis set",
  "species": ["Re", "N", "C", "N", "C", "C", "S", "C", "C", "S", "C", "N", "N", "H", "H", "H", "H", "H", "H", "Cl", "C", "C", "C", "Cl", "C", "C", "C", "C", "N", "C", "C", "O", "H", "H", "H", "H", "N", "S", "C", "C", "C", "C", "C", "C", "C", "C", "C", "C", "C", "C", "H", "H", "H", "H", "H", "H", "H", "H", "H", "H", "H", "N", "C", "C", "C", "C", "C", "C", "S", "O", "O", "N", "C", "S", "C", "C", "N", "H", "H", "H", "H", "H", "H", "H", "H"],
  "positions_angstrom": [[0.95300, -0.26904, -0.13213], [-0.99143, 0.64568, 2.63115], [0.28397, 0.32109, 2.86464], [1.19322, 0.07954, 1.92381], [2.46151, -0.09249, 2.46997], [2.51893, 0.03027, 3.81146], [0.95639, 0.34434, 4.45670], [3.51820, -0.28505, 1.50467], [4.84122, -0.45740, 1.70068], [5.68347, -0.45338, 0.19584], [4.18504, -0.20797, -0.62632], [3.13511, -0.18975, 0.16871], [4.10709, -0.04148, -1.96580], [-1.34322, 0.36776, 1.71679], [-1.61688, 0.49701, 3.40952], [3.38003, -0.03555, 4.45433], [5.37041, -0.57037, 2.63114], [4.96445, 0.05481, -2.48396], [3.30384, 0.46264, -2.30429], [-4.02379, 0.07255, -0.02807], [-3.05320, -0.09770, -1.43677], [-3.64873, -0.06812, -2.70257], [-2.89358, -0.20341, -3.83941], [-3.66407, -0.15440, -5.37543], [-1.49185, -0.38730, -3.75141], [-0.63638, -0.59739, -4.85056], [0.69482, -0.84098, -4.62211], [1.19255, -0.81255, -3.31744], [0.43868, -0.54924, -2.26042], [-0.90523, -0.38777, -2.46517], [-1.68309, -0.24631, -1.28888], [-1.07004, -0.27359, -0.12349], [-4.71951, 0.05836, -2.77927], [-1.03635, -0.57844, -5.85496], [1.36778, -1.05656, -5.43916], [2.24075, -1.01185, -3.13623], [0.95469, 1.78825, -0.44309], [0.91691, 2.91247, 0.73425], [-0.39569, 4.03094, 0.22390], [-0.36048, 5.35936, 0.62271], [-1.40926, 6.18984, 0.26352], [-2.47678, 5.68960, -0.47088], [-2.50283, 4.35510, -0.85054], [-1.46151, 3.51157, -0.49552], [2.36322, 3.92623, 0.41365], [2.50345, 4.62925, -0.77544], [3.66944, 5.34202, -0.99568], [4.67531, 5.35037, -0.03544], [4.52458, 4.63978, 1.14666], [3.36250, 3.91739, 1.37560], [0.96043, 2.20056, -1.37162], [0.47507, 5.74055, 1.19550], [-1.39171, 7.22975, 0.55849], [-3.29517, 6.34252, -0.74114], [-3.33680, 3.96838, -1.42018], [-1.47363, 2.46501, -0.77372], [1.70582, 4.64443, -1.50899], [3.79234, 5.89701, -1.91567], [5.57837, 5.91974, -0.20829], [5.30719, 4.64862, 1.89264], [3.22026, 3.36696, 2.29824], [-6.00718, -6.05168, 0.70813], [-4.87543, -5.48907, 1.19903], [-4.82653, -4.10869, 1.47875], [-3.68149, -3.54317, 1.98717], [-2.56625, -4.34030, 2.22237], [-2.58295, -5.69913, 1.93082], [-3.72861, -6.27189, 1.42597], [-1.14404, -3.62524, 2.96255], [-0.17493, -4.64372, 3.25281], [-1.57937, -2.74867, 4.01418], [-0.53144, -2.62107, 1.78442], [0.30532, -3.09651, 0.92238], [0.58778, -4.82118, 0.67543], [1.57505, -4.47197, -0.68978], [1.70936, -3.14872, -0.87613], [1.01944, -2.33773, 0.00300], [-6.84582, -5.51138, 0.60978], [-6.06641, -7.04300, 0.56830], [-5.70845, -3.50382, 1.30927], [-3.63906, -2.48842, 2.22345], [-1.69787, -6.28776, 2.13266], [-3.76200, -7.33345, 1.21843], [2.00217, -5.26018, -1.28660], [2.29992, -2.68495, -1.65095]],
  "lowdin_charge": [1.6052, 0.1598, -0.6752, -0.1124, -0.3312, -0.2974, 1.1537, -0.3250, -0.3001, 1.1390, -0.6586, -0.0712, 0.1200, 0.0666, 0.1226, 0.0943, 0.0946, 0.1164, 0.0837, 0.7692, -0.5719, -0.0944, -0.5953, 0.7682, -0.1526, 0.0275, -0.0096, -0.1127, -0.0252, -0.1367, -0.3765, -0.2734, 0.1193, 0.1109, 0.1225, 0.0863, -0.4317, 1.1318, -0.3875, -0.0707, -0.0409, -0.0414, -0.0455, -0.0737, -0.4049, -0.0768, -0.0442, -0.0407, -0.0485, -0.0771, 0.0487, 0.1215, 0.1214, 0.1200, 0.1170, 0.0879, 0.1211, 0.1199, 0.1204, 0.1190, 0.1113, 0.1311, -0.3042, -0.0176, -0.0668, -0.3169, -0.0704, -0.0118, 0.5926, -0.3459, -0.2978, -0.0561, -0.6317, 1.1259, -0.3473, -0.2537, -0.1550, 0.1051, 0.1072, 0.1137, 0.1043, 0.1066, 0.1179, 0.0842, 0.0899],
  "spin_multiplicity": 2,
  "energy_ev": -138696.44513,
  "fmax_ev_per_a": 1.58,
  "total_charge": 2,
  "homo_energy_ev": [-11.629, -11.663],
  "homo_lumo_gap_ev": [4.3, 5.0],
  "s2": 0.86
}

=====

[3]
{
  "formula": "C36H29HoN6O5",
  "method": "ωB97M-V with the def2-TZVPD basis set",
  "species": ["Ho", "O", "C", "N", "C", "C", "C", "C", "C", "C", "N", "C", "O", "C", "C", "C", "C", "C", "N", "C", "C", "C", "C", "C", "N", "H", "H", "H", "H", "H", "H", "H", "H", "H", "H", "H", "H", "O", "C", "C", "O", "O", "C", "C", "C", "C", "C", "C", "C", "C", "C", "C", "C", "C", "H", "H", "H", "H", "H", "H", "H", "H", "H", "H", "H", "C", "C", "N", "C", "C", "N", "H", "H", "H", "H", "H", "H"],
  "positions_angstrom": [[0.12255, 0.50039, -0.68836], [2.62287, 2.01751, -4.05403], [1.89650, 1.76923, -3.07648], [1.91312, 0.72991, -2.22161], [2.88288, -0.25235, -2.18404], [4.12134, -0.10745, -2.84176], [5.14155, -1.07847, -2.67652], [4.89254, -2.18774, -1.86437], [3.63681, -2.39724, -1.26948], [2.61564, -1.44374, -1.41931], [1.35700, -1.57152, -0.82888], [0.86572, -2.73428, -0.36057], [1.43009, -3.84313, -0.28857], [-0.56759, -2.66898, 0.14558], [-1.13008, -3.82887, 0.71803], [-2.41703, -3.77013, 1.22629], [-3.12765, -2.57163, 1.12096], [-2.48860, -1.48673, 0.54464], [-1.22971, -1.52013, 0.07126], [0.76654, 2.76704, -2.86231], [0.81605, 3.99747, -3.53263], [-0.17373, 4.94865, -3.30500], [-1.28312, 4.56165, -2.52946], [-1.27243, 3.27831, -1.98589], [-0.23687, 2.43175, -2.04830], [4.18232, 0.77721, -3.44066], [6.09677, -0.90244, -3.14266], [5.65855, -2.91908, -1.66895], [3.40153, -3.28342, -0.70056], [-0.49869, -4.71224, 0.72161], [-2.84739, -4.64979, 1.71791], [-4.17046, -2.45966, 1.44884], [-2.99233, -0.52830, 0.43256], [1.65127, 4.16754, -4.18972], [-0.08423, 5.92900, -3.74200], [-2.11953, 5.23238, -2.33294], [-2.14097, 2.88836, -1.44041], [-1.34697, 1.19593, 1.14662], [-0.38012, 1.40988, 2.22960], [0.72239, 2.44373, 1.69405], [1.09641, 3.30116, 2.45739], [1.08557, 2.20467, 0.49702], [0.32073, 0.07258, 2.49059], [-0.38286, -0.94332, 3.16159], [0.21473, -2.17141, 3.39860], [1.52093, -2.42858, 2.96491], [2.24733, -1.40483, 2.33473], [1.67061, -0.15475, 2.14670], [-1.11163, 1.89665, 3.46732], [-0.26538, 2.04181, 4.58212], [-0.76440, 2.30580, 5.85086], [-2.13155, 2.48694, 6.05248], [-3.00346, 2.35829, 4.95610], [-2.49636, 2.02665, 3.68293], [-1.82667, 2.03328, 1.03827], [-1.41044, -0.75627, 3.47568], [-0.37112, -2.94790, 3.86639], [1.97770, -3.39172, 3.13685], [3.24078, -1.60069, 1.97740], [2.26973, 0.64850, 1.69297], [0.79747, 1.93210, 4.42463], [-0.05062, 2.33326, 6.68233], [-2.50700, 2.69360, 7.05367], [-4.07004, 2.51278, 5.09997], [-3.20853, 1.80764, 2.88733], [0.05485, -2.29401, -3.77004], [-1.13379, -1.49718, -3.42552], [-1.21644, -0.40773, -2.65151], [-2.55006, -0.00647, -2.70041], [-3.25878, -0.87371, -3.47284], [-2.37043, -1.82753, -3.87675], [0.93398, -1.74861, -3.47800], [0.08483, -2.48704, -4.85597], [0.05051, -3.25619, -3.24891], [-2.88565, 0.87918, -2.16682], [-4.31564, -0.84503, -3.74288], [-2.52185, -2.62056, -4.51165]],
  "lowdin_charge": [1.6476, 0.0131, -0.4528, -0.0180, -0.2339, -0.0033, -0.0829, -0.1008, -0.0230, -0.2351, -0.0174, -0.4854, -0.0015, -0.1861, 0.0067, -0.0495, -0.0503, -0.1385, 0.0232, -0.1627, 0.0243, -0.0260, -0.0381, -0.1365, -0.0192, 0.0822, 0.0883, 0.0874, 0.0881, 0.1203, 0.1152, 0.1133, 0.1028, 0.1176, 0.1081, 0.1084, 0.0994, -0.1265, -0.3012, -0.6136, 0.0990, -0.1431, -0.1691, -0.0230, -0.0669, -0.0491, -0.0496, -0.0277, -0.1463, -0.0221, -0.0654, -0.0862, -0.0787, -0.0303, 0.1152, 0.1291, 0.1054, 0.1096, 0.1111, 0.1285, 0.1229, 0.1108, 0.1005, 0.0972, 0.1031, 0.0170, -0.3536, 0.0059, -0.1478, -0.0939, 0.1032, 0.0656, 0.0996, 0.0982, 0.0894, 0.1191, 0.1784],
  "spin_multiplicity": 5,
  "energy_ev": -82785.55195,
  "fmax_ev_per_a": 1.96,
  "de_lowest_ev": 0.000,
  "homo_energy_ev": [-6.822, -6.823],
  "homo_lumo_gap_ev": [6.6, 6.7],
  "s2": 6.00
}